A molecular structure, C35H38N2O3P2Rh at a distorted geometry. Source: the OMol25 dataset; level of theory: ωB97M-V with the def2-TZVPD basis set.

Values from the calculation:
**Net charge**: +1
**Spin multiplicity**: 5
**<S²>**: 6.073
**Lowest unoccupied orbital energy (alpha / beta)**: -1.88 / -5.57 eV

CARTESIAN COORDINATES (ANGSTROEM)
C (4.52821, 1.83722, -2.43871)
C (3.21562, 2.13874, -2.08484)
C (2.17252, 1.65844, -2.90823)
C (2.41799, 0.58622, -3.82486)
C (3.75371, 0.32236, -4.16296)
C (4.79579, 0.94960, -3.47129)
C (1.26208, -0.23689, -4.25788)
C (0.04976, 0.56867, -4.45926)
C (-0.18675, 1.61596, -3.52956)
C (-1.46923, 2.17332, -3.40094)
C (-2.43221, 1.87049, -4.36817)
C (-2.17994, 0.92830, -5.35718)
C (-0.93490, 0.29652, -5.42253)
H (5.34232, 2.28838, -1.83993)
H (3.96493, -0.38657, -4.97065)
H (5.85437, 0.75785, -3.74346)
H (1.50509, -0.92262, -5.10007)
H (-3.40943, 2.37740, -4.31300)
H (-2.94870, 0.73245, -6.12077)
H (-0.71880, -0.42693, -6.21565)
N (0.81731, 1.90398, -2.55898)
Rh (0.26959, 0.58180, -1.19293)
C (2.84645, 2.75446, -0.76288)
H (2.14384, 3.61366, -0.89538)
H (3.70520, 3.16958, -0.21364)
C (-1.74560, 2.91960, -2.14610)
H (-1.02861, 3.74770, -1.99138)
H (-2.75461, 3.35745, -2.10104)
P (1.91144, 1.48170, 0.26572)
P (-1.50895, 1.77354, -0.67754)
C (-3.02024, 0.75618, -0.65381)
H (-2.99396, 0.12973, 0.25037)
H (-3.91405, 1.40047, -0.62351)
H (-3.07915, 0.11821, -1.54147)
C (-1.65339, 2.79797, 0.77273)
H (-2.69946, 3.14080, 0.89081)
H (-1.38155, 2.19411, 1.64903)
H (-1.01100, 3.68704, 0.69207)
C (3.04318, 0.13636, 0.72198)
H (3.84783, 0.43056, 1.41432)
H (2.41550, -0.66204, 1.21253)
H (3.47731, -0.29408, -0.19961)
C (1.42148, 2.32422, 1.79644)
H (0.68869, 1.67518, 2.34578)
H (2.28754, 2.54055, 2.48721)
H (0.91645, 3.27388, 1.55593)
C (-0.03544, -1.19726, -0.36007)
O (-0.49872, -2.22905, -0.07840)
H (0.37918, -0.72220, -3.16137)
C (-2.23564, -5.00311, 1.53135)
C (-2.83558, -3.68053, 1.97332)
C (-3.84040, -3.11311, 1.21885)
C (-4.35794, -1.84978, 1.51409)
C (-3.83829, -1.17116, 2.64101)
C (-2.78936, -1.73312, 3.41813)
N (-2.40237, -0.94204, 4.50383)
C (-1.11864, -0.76484, 5.01144)
C (-0.98177, -0.56720, 6.37734)
C (0.27734, -0.59614, 6.93794)
C (1.42063, -0.86835, 6.13305)
C (1.27256, -1.00205, 4.74352)
C (0.01730, -0.87767, 4.15085)
C (-0.05059, -0.79896, 2.63826)
O (0.69836, -1.64517, 2.10911)
O (-0.80775, 0.05910, 2.09106)
C (-2.31651, -3.04580, 3.11384)
C (-1.24141, -3.67973, 3.95644)
H (-1.16135, -4.88610, 1.30107)
H (-2.32767, -5.81000, 2.28921)
H (-2.73671, -5.34729, 0.60847)
H (-4.20474, -3.66271, 0.34847)
H (-5.11619, -1.38202, 0.90602)
H (-4.18999, -0.16983, 2.90838)
H (-3.18885, -0.42721, 4.93573)
H (-1.88800, -0.43661, 6.99821)
H (0.41476, -0.47785, 8.00831)
H (2.42188, -0.97671, 6.54167)
H (2.09435, -1.22710, 4.04765)
H (-0.26907, -3.44242, 3.51485)
H (-1.25709, -3.36712, 4.99059)
H (-1.33428, -4.76819, 3.91757)



A molecular structure, C35H39Br2CsN7OS at a distorted geometry. Source: the OMol25 dataset; level of theory: ωB97M-V with the def2-TZVPD basis set.

Values from the calculation:
**Net charge**: -1
**Relative energy (zero: lowest compared OMol25 entry of this formula, charge and spin)**: 55.44 kJ/mol
**Lowest unoccupied orbital energy**: 2.08 eV

CARTESIAN COORDINATES (ANGSTROEM)
Cs (0.15508, -0.36258, 0.39923)
C (-0.17181, -1.65643, 4.58333)
C (0.30559, -2.53687, 3.45505)
C (-0.59502, -3.32002, 2.73827)
C (-0.18738, -4.08167, 1.64687)
C (-1.17299, -4.90760, 0.86069)
C (1.15108, -4.04586, 1.27110)
C (2.07858, -3.28996, 1.97737)
C (3.51362, -3.23558, 1.51850)
C (1.64192, -2.54266, 3.06778)
H (-1.05285, -1.08479, 4.28581)
H (0.59494, -0.93486, 4.86798)
H (-0.42691, -2.24761, 5.46683)
H (-1.64884, -3.29540, 3.00209)
H (-2.18575, -4.52447, 0.98604)
H (-1.15897, -5.95231, 1.18340)
H (-0.92868, -4.88589, -0.20435)
H (1.46638, -4.57330, 0.37616)
H (4.05970, -4.13567, 1.81233)
H (4.03245, -2.37824, 1.95086)
H (3.56394, -3.15179, 0.43085)
H (2.34745, -1.90730, 3.59491)
N (1.56213, -2.46344, -4.40122)
C (1.36689, -1.68716, -3.27675)
S (1.13405, -2.51757, -1.77323)
N (1.41333, -0.39684, -3.57612)
N (1.13858, 0.45083, -2.53769)
C (1.41751, 1.68166, -2.78039)
C (2.07711, 2.16324, -4.03454)
C (3.30888, 1.65705, -4.44269)
C (3.93140, 2.14606, -5.58182)
C (3.32586, 3.14612, -6.33756)
C (2.09643, 3.65412, -5.94163)
C (1.48411, 3.16734, -4.79178)
C (1.05694, 2.72679, -1.76385)
C (1.82269, 3.88657, -1.65815)
C (1.47838, 4.84747, -0.72240)
C (0.36212, 4.64558, 0.07140)
C (-0.34953, 3.46945, -0.10460)
N (-0.01592, 2.52606, -0.98867)
H (1.28206, -3.42515, -4.31658)
H (1.40390, -1.99232, -5.27658)
H (3.76095, 0.85912, -3.86870)
H (4.88768, 1.73846, -5.88681)
H (3.81063, 3.52590, -7.22884)
H (1.61398, 4.43102, -6.52227)
H (0.52904, 3.57005, -4.47262)
H (2.68394, 4.01776, -2.29977)
H (2.07910, 5.74268, -0.61296)
H (0.05634, 5.35891, 0.82596)
H (-1.22287, 3.26041, 0.50600)
Br (-3.06960, 2.61223, 3.63148)
C (-1.20351, 2.92534, 3.47071)
C (-0.69216, 4.14161, 3.93633)
C (0.63471, 4.43977, 3.81910)
Br (1.26240, 6.12599, 4.44687)
C (1.52808, 3.51804, 3.21647)
C (2.91307, 3.74596, 3.04751)
C (3.69335, 2.81047, 2.43848)
C (3.09512, 1.61894, 1.98589)
N (1.81462, 1.37411, 2.11364)
C (1.01292, 2.29580, 2.72245)
C (-0.42166, 1.95006, 2.81616)
O (-0.86932, 0.87987, 2.32758)
H (-1.36541, 4.85542, 4.39276)
H (3.34052, 4.67401, 3.40387)
H (4.75366, 2.97555, 2.29629)
H (3.69328, 0.85448, 1.49694)
C (-4.95517, -4.12912, -0.51683)
C (-4.80464, -2.61794, -0.40535)
C (-5.10250, -1.97056, -1.76118)
C (-5.75123, -2.07890, 0.65715)
N (-3.41187, -2.38913, 0.03020)
N (-3.01681, -1.03422, 0.17801)
H (-5.94501, -4.39144, -0.89675)
H (-4.81290, -4.60058, 0.45753)
H (-4.21204, -4.54595, -1.20392)
H (-6.12563, -2.18251, -2.08174)
H (-4.42195, -2.35164, -2.52680)
H (-4.99929, -0.88403, -1.72462)
H (-6.77621, -2.38362, 0.43223)
H (-5.72896, -0.98889, 0.70630)
H (-5.47975, -2.47088, 1.63985)
H (-2.77574, -2.79192, -0.65141)
H (-3.20777, -0.70796, 1.11737)
H (-3.46982, -0.41765, -0.48877)